Record 1
DFT (ωB97M-V with the def2-TZVPD basis set) results for a structure of composition C47H49BClN5O7W.

Computed properties:
- Spin multiplicity: 3
- Frontier orbital gap (spin up / spin down): 6.8 / 6.5 eV

```
111
Properties=species:S:1:pos:R:3:forces:R:3:lowdin_charge:R:1
W -0.9437 0.5273 0.7213 -0.116 -0.676 1.072 1.615
Cl 0.0181 -1.9845 5.8601 0.028 -0.859 0.759 0.884
O -0.2204 1.1882 -0.9753 0.850 1.764 -4.931 -0.202
O 1.2949 2.4833 5.9237 -0.039 -0.527 -0.839 0.114
O 1.3110 0.5182 6.9554 0.257 -0.209 0.403 0.088
O -0.2988 2.3069 1.7479 0.549 -0.586 0.938 -0.172
O 2.2467 -1.1645 1.2674 -1.006 0.166 -0.726 0.063
O 0.7389 3.2726 3.4710 -0.657 -1.195 0.207 0.062
O 1.9240 -0.6866 -0.9567 0.511 -0.886 0.031 0.073
N -2.7982 -0.1103 1.8897 0.432 -0.108 -0.258 -0.028
N -0.0316 -0.0234 2.5824 -0.332 -1.233 1.961 -0.031
N -2.0482 5.5959 0.9995 -1.121 -0.020 0.278 -0.291
N -0.6517 0.7420 -3.1851 0.195 -1.987 -1.309 0.069
N 0.0105 -1.2626 3.2937 0.049 2.440 0.712 0.021
C -4.4874 3.5641 -1.5311 0.121 -0.457 0.200 -0.108
C 0.2024 2.2787 2.9346 0.710 2.527 -1.733 -0.511
C -1.1365 -1.8155 -1.5156 -1.025 -0.667 -0.129 -0.109
C -3.8157 1.6159 -0.2569 -0.623 -0.129 -1.561 -0.139
C 5.8390 -3.7254 -2.2350 -0.407 0.327 -0.883 -0.548
C -4.7490 2.2694 -1.0843 -0.268 -0.235 0.426 -0.097
C -3.3598 -1.2486 1.3932 -0.562 0.281 1.389 -0.264
C -1.6662 6.9294 0.6262 0.720 -0.111 0.467 -0.116
C 4.9972 -2.8659 -1.2858 -0.146 0.853 0.730 -0.151
C 3.9239 -2.0482 -1.7496 0.325 -0.750 0.165 0.056
C -2.9071 -1.6503 0.0937 -0.432 -0.810 -1.961 -0.271
C 1.4292 -3.1758 3.4577 -0.245 0.203 -0.470 -0.082
C -1.8684 -2.7868 -2.2164 -0.068 0.465 0.816 -0.070
C -3.3575 0.4871 2.9488 -0.680 -1.121 0.001 -0.088
C -2.4116 3.5191 -0.2470 -0.569 0.256 -0.337 -0.229
C 0.4628 2.8837 -2.4328 -0.258 0.274 0.472 -0.075
C -3.7504 -2.4379 -0.7367 0.975 -0.148 0.553 -0.032
C 7.3530 -3.4629 -2.0905 -0.116 0.200 0.115 -0.050
C 1.0774 1.1654 5.9741 -0.633 0.710 0.171 -0.501
C 5.5436 -5.2001 -1.9401 0.547 -0.360 1.838 -0.061
C -4.3125 -1.9728 2.1379 -0.158 1.453 0.549 0.015
C 3.0712 -1.4982 -0.8255 -0.197 0.250 2.183 -0.154
C -4.3884 -0.1261 3.6734 0.338 0.434 0.262 -0.046
C 0.4743 3.5224 -3.8027 0.075 0.098 -1.483 -0.185
C 3.2592 -1.7764 0.5575 -0.937 0.668 -0.686 -0.194
C 5.4257 -3.4957 -3.7228 -0.127 -0.885 0.886 -0.064
C -1.6631 -1.1883 -0.3814 -0.276 0.197 0.954 -0.232
C 0.3150 -2.6122 2.8168 0.186 -0.643 0.194 -0.185
C 0.2075 0.9516 3.4861 0.315 -1.869 0.124 -0.137
C -1.3938 4.4685 0.3437 0.868 0.070 0.525 -0.176
C 0.8524 -5.3622 2.6236 -0.976 0.475 -0.645 -0.060
C 0.4689 0.4914 4.7885 -0.357 -1.819 -1.679 -0.016
C -0.2462 -4.7765 1.9122 1.179 -0.844 0.211 -0.060
C 5.2448 -2.9524 0.1110 -1.230 0.080 -1.317 -0.034
C -2.5746 2.1508 0.0558 0.860 -0.560 0.532 -0.142
C -1.7456 1.0964 -4.0803 0.069 -0.348 0.755 -0.181
C -2.3796 5.4560 2.4020 -0.516 0.453 0.165 -0.093
C 0.2256 -0.9010 4.6224 0.260 1.224 -0.758 -0.598
C -0.8028 3.4227 -4.6819 0.082 0.331 0.025 -0.180
C -3.3328 4.1772 -1.0833 0.277 0.489 0.007 -0.063
C -0.4765 -3.4173 1.9535 -0.581 1.651 0.653 0.005
C -3.2076 -3.0465 -1.8621 -0.128 0.046 -0.071 -0.085
C -4.8205 -1.4063 3.3305 0.358 -0.562 -0.965 -0.034
C -1.3508 2.0460 -5.1488 -0.128 1.429 -0.529 -0.193
C 4.3024 -2.5377 1.0566 0.028 0.227 -0.206 0.019
C 1.7056 -4.5362 3.3523 -0.274 -0.376 0.010 -0.075
C -0.1714 1.5318 -2.2166 0.500 0.779 3.968 -0.298
B 1.3029 -0.5699 0.3194 0.909 0.071 0.318 -0.320
H -3.0305 1.4802 3.1982 0.358 0.164 0.079 0.118
H 3.7344 -1.9254 -2.7987 -0.005 0.057 -0.265 0.103
H -2.2772 2.2826 -5.6813 0.101 -0.032 -0.322 0.113
H 1.1575 2.8710 4.9897 -0.119 -0.281 0.486 0.078
H 1.4914 2.7911 -2.0650 -0.014 -0.161 0.047 0.145
H 2.0819 -2.5149 4.0259 -0.124 -0.268 -0.065 0.119
H 4.3784 -2.8757 2.1016 0.005 0.694 -0.495 0.123
H -0.0293 0.0253 -3.5624 -0.244 0.165 0.738 0.165
H 1.0086 -6.4506 2.5757 -0.044 0.660 0.040 0.108
H -1.5029 5.5964 3.0677 -0.103 -0.367 -0.130 0.081
H -0.8302 7.2784 1.2976 -0.364 0.147 -0.764 0.094
H -5.6866 1.7566 -1.3542 0.501 0.297 0.127 0.099
H -0.6734 1.5733 -5.8719 0.012 0.041 0.209 0.116
H -1.3693 6.8831 -0.4177 0.408 0.304 -0.042 0.068
H -0.9076 -5.4006 1.3015 0.353 0.210 0.251 0.110
H -2.4760 7.6758 0.6657 -0.011 -0.389 0.310 0.080
H -5.5469 -1.9878 3.9229 0.383 0.611 -0.298 0.118
H -5.1733 4.1048 -2.1641 -0.142 -0.049 -0.141 0.092
H 7.6229 -2.3917 -2.2064 -0.281 -0.602 0.128 0.097
H -4.7859 -2.5907 -0.4467 0.103 -0.170 -0.119 0.107
H 6.1562 -3.3851 0.4359 0.509 -0.770 0.314 0.094
H -4.0185 0.5837 -0.0011 -0.235 0.134 -0.099 0.065
H -1.3048 -2.9542 1.3702 0.756 -0.523 0.641 0.103
H -4.7966 0.4354 4.5176 0.067 -0.386 -0.241 0.111
H -0.8485 4.9161 -0.4913 0.350 -0.091 0.105 0.097
H 4.3515 -3.6144 -3.9050 0.148 -0.050 0.246 0.080
H 7.6836 -3.8211 -1.1069 0.102 0.216 -0.207 0.075
H -0.1400 -1.5446 -1.7942 0.370 -0.110 -0.362 0.066
H 4.5209 -5.4616 -2.1406 -0.546 -0.028 -0.431 0.078
H 6.2146 -5.8614 -2.4867 -0.025 -0.011 -0.179 0.081
H 5.6554 -5.4534 -0.8414 0.164 0.410 -1.097 0.099
H 2.5476 -4.9732 3.8978 -0.241 0.261 -0.271 0.113
H -2.8798 4.4771 2.5935 0.444 0.657 -0.076 0.087
H -1.3901 -3.3494 -3.0001 -0.027 -0.026 -0.332 0.093
H -0.7056 3.9189 1.0306 -0.527 0.935 -0.911 0.101
H -2.1419 0.1704 -4.5236 0.259 0.138 0.266 0.131
H -3.8387 -3.7366 -2.4377 0.423 0.353 0.116 0.103
H 0.6727 4.6026 -3.6790 -0.162 -0.395 0.148 0.117
H -3.0882 6.2830 2.6951 0.441 -0.870 -0.335 0.090
H 5.7084 -2.5228 -4.0418 0.348 0.903 -0.446 0.071
H -1.5984 3.9722 -4.1540 -0.008 -0.258 -0.125 0.111
H 1.3290 3.2037 -4.4270 -0.219 -0.312 0.393 0.114
H 0.0001 3.5673 -1.7047 -0.011 -0.294 -0.162 0.105
H -3.1313 5.2383 -1.3629 -0.224 -0.899 0.351 0.121
H 7.9013 -4.0309 -2.8508 -0.076 0.044 0.116 0.081
H -4.7117 -2.8836 1.7247 0.088 -0.217 0.154 0.107
H 5.9190 -4.2548 -4.3257 0.187 0.087 -0.166 0.081
H -2.5260 1.4485 -3.4100 -0.336 0.436 -0.207 0.125
H -0.5862 4.0121 -5.5979 -0.178 -0.274 0.473 0.112
```
Forces are in eV/Å.



Record 2
DFT (ωB97M-V with the def2-TZVPD basis set) results for the ion C19H29N6O with charge +1.

Computed properties:
- Total charge: +1
- Frontier orbital gap: 7.6 eV

```
55
Properties=species:S:1:pos:R:3:forces:R:3:lowdin_charge:R:1
O 6.9475 -1.2490 -0.8640 0.128 0.130 -0.356 -0.058
N 2.0488 0.6679 -0.7064 0.208 -0.161 -0.049 -0.052
N 4.5963 -0.1110 0.2034 0.015 0.053 0.081 -0.191
N 0.5633 2.3763 -0.3393 0.546 -0.090 -0.050 0.187
N -2.3117 -0.6318 -0.1604 0.375 0.078 -0.045 -0.029
N -0.1745 0.1321 -0.3876 -0.524 -0.249 0.057 0.218
N -4.7006 -2.1484 0.0239 0.197 0.104 -0.017 -0.230
C -5.6136 -3.2735 0.0512 -0.023 -0.080 -0.003 -0.070
C 0.8084 1.0791 -0.4652 -0.706 0.503 0.028 -0.315
C -0.6825 2.7850 -0.1335 -0.663 -0.530 0.060 -0.197
C -1.3965 0.5344 -0.1926 0.881 0.080 -0.097 -0.192
C 3.1611 1.5894 -0.7729 0.350 0.427 0.229 -0.112
C -0.9279 4.1720 0.0006 -0.262 0.173 0.047 0.007
C 2.4446 -0.7189 -0.7534 0.074 -0.518 0.231 -0.118
C 5.7183 -0.4619 1.0655 0.251 -0.279 -0.112 -0.172
C 6.5247 -1.5969 0.4259 -0.222 0.035 0.304 -0.258
C -3.2789 3.7364 0.2940 -0.248 -0.379 0.008 -0.059
C 3.4593 -0.9971 0.3590 -0.119 -0.074 -0.288 -0.161
C -2.1937 4.6311 0.2087 0.359 -0.046 -0.054 -0.042
C 4.1643 1.2683 0.3363 -0.102 0.101 -0.292 -0.159
C -3.2906 -0.6667 -1.2729 -0.626 -0.212 -0.795 -0.073
C -2.9833 -0.8567 1.1414 -0.407 -0.336 0.883 -0.073
C -3.0892 2.3907 0.1719 -0.282 0.220 0.055 -0.036
C -4.0280 -2.0014 -1.2507 -0.034 0.203 0.166 -0.166
C -1.7934 1.8688 -0.0439 0.372 0.322 -0.032 -0.077
C -3.7287 -2.1867 1.0975 -0.071 0.225 -0.119 -0.166
H -2.2292 -0.8547 1.9304 0.046 0.056 -0.152 0.151
H -3.9444 1.7363 0.2434 -0.083 -0.012 0.010 0.095
H -4.2547 -2.3264 2.0430 0.126 0.025 0.013 0.138
H 3.7953 -2.0318 0.2845 -0.045 -0.001 0.024 0.121
H 7.4239 -1.7916 1.0134 -0.114 -0.031 0.039 0.123
H 3.6959 1.4599 1.3178 0.037 0.012 -0.025 0.134
H -2.7560 -0.5285 -2.2143 0.082 0.032 0.143 0.151
H 5.3955 -0.7473 2.0778 -0.004 0.050 0.008 0.127
H -3.0080 -3.0186 0.9820 -0.032 0.009 0.034 0.138
H 3.6493 1.4700 -1.7449 -0.007 0.045 0.035 0.135
H 6.3681 0.4115 1.1436 -0.020 -0.015 0.031 0.125
H 2.7802 2.6042 -0.6728 0.124 -0.120 -0.070 0.115
H -3.3182 -2.8271 -1.4487 -0.039 0.013 -0.023 0.138
H 2.9141 -0.9142 -1.7229 -0.044 -0.046 0.042 0.135
H -4.7756 -2.0032 -2.0452 0.118 0.028 -0.040 0.138
H -2.3785 5.6892 0.3100 0.017 0.110 0.005 0.116
H -6.3518 -3.1471 -0.7372 -0.065 -0.054 -0.017 0.093
H 5.9283 -2.5218 0.3959 0.083 0.057 0.101 0.107
H -0.0816 4.8351 -0.0696 0.092 0.081 -0.008 0.121
H -6.1297 -3.2856 1.0082 -0.060 -0.057 0.024 0.093
H 2.9704 -0.8592 1.3416 0.046 -0.028 -0.044 0.132
H -4.0031 0.1470 -1.1430 0.154 -0.039 0.047 0.131
H -5.1041 -4.2355 -0.0901 0.000 -0.051 -0.004 0.097
H -1.6625 -1.4216 -0.3059 -0.040 0.240 0.025 0.182
H 5.0298 1.9239 0.2313 -0.031 -0.001 0.034 0.129
H -3.6903 -0.0475 1.3201 0.137 -0.028 -0.089 0.130
H 6.1995 -0.8221 -1.3022 -0.010 -0.007 0.065 0.076
H 1.5649 -1.3506 -0.6409 0.163 0.033 -0.062 0.107
H -4.2713 4.1257 0.4584 -0.099 -0.001 0.014 0.113
```
Forces are in eV/Å.



Record 3
DFT (ωB97M-V with the def2-TZVPD basis set) results for a structure of composition C6H8HgO6.

Computed properties:
- Total charge: +3
- Spin multiplicity: 2
- Frontier orbital gap (spin up / spin down): 4.8 / 4.8 eV

```
21
Properties=species:S:1:pos:R:3:forces:R:3:lowdin_charge:R:1
Hg 1.8690 2.9991 1.1792 -0.869 4.031 1.429 1.717
O -2.2545 0.5816 0.5444 1.348 1.095 0.108 0.154
O 3.3901 1.3171 -1.4939 -0.354 -0.155 0.754 0.421
O 2.4604 1.3702 0.5147 0.199 -2.265 1.153 -0.126
O 2.7944 -0.5592 -0.5574 0.303 1.712 -0.218 0.169
O -2.3661 0.4354 -1.7867 1.108 -2.059 -0.010 0.166
O -2.5251 2.2642 -0.9118 0.655 1.194 -1.989 0.234
C 2.0901 -1.3174 0.4728 -0.450 -0.700 0.928 -0.047
C 2.8530 0.7184 -0.4567 1.473 -2.366 -3.646 -0.571
C -0.2525 -0.7318 1.0578 0.358 0.335 -0.392 -0.041
C -1.7318 -0.7545 0.8400 -0.241 -1.049 0.138 -0.052
C 0.6150 -1.2891 0.2075 -0.304 0.266 -0.112 -0.017
C -2.1972 1.0991 -0.6104 -4.213 -1.241 -1.644 -0.481
H -2.7410 1.8927 -2.0792 0.503 1.759 3.314 0.363
H 0.2724 -1.7563 -0.7207 0.099 -0.046 0.295 0.151
H -2.9151 -0.3737 -1.7802 0.250 -0.195 0.050 0.194
H -2.2611 -1.0203 1.7597 0.018 0.012 -0.231 0.167
H 2.3489 -0.8946 1.4494 -0.005 -0.257 -0.185 0.147
H 2.5006 -2.3258 0.3760 0.013 0.189 0.026 0.171
H -2.0466 -1.4267 0.0324 0.207 0.042 0.257 0.149
H 0.0972 -0.2286 1.9631 -0.099 -0.304 -0.027 0.132
```
Forces are in eV/Å.



Result set for relative energy (zero: lowest compared OMol25 entry of this formula, charge and spin): 0.0, 15.9, 0.0 kcal/mol, one per record in the order listed.